Formula: H2IOP
Source: OMol25
Level of theory: ωB97M-V/def2-TZVPD

Last column: Löwdin charge in e.
Element x y z (Å)
O (-0.629, -0.898, -0.743)  -0.0972
P (-0.038, 2.329, 1.949)  -0.0664
I (1.892, 1.352, 0.917)  0.1055
H (-0.094, -1.046, -1.499)  0.0034
H (-1.130, -1.736, -0.624)  0.0547

Forces on the atoms, in the same order (eV/Å):
O -1.35 -0.72 1.23
P 0.46 -0.25 -0.26
I -0.44 0.25 0.26
H 0.81 -0.18 -1.11
H 0.52 0.91 -0.11

## Properties
energy	-715.41652	Eh
orbital gap (alpha / beta)	6.71 / 6.74	eV
LUMO energy (alpha / beta)	-1.40 / -1.40	eV
relative energy (zero: lowest compared OMol25 entry of this formula, charge and spin)	212.12	kJ/mol


Formula: C48H48BN11P2TeY
Source: OMol25
Level of theory: ωB97M-V/def2-TZVPD

Last column: Löwdin charge in e.
Element x y z (Å)
Y (-0.935, -0.475, -0.155)  1.3212
C (-2.476, 1.913, 3.667)  -0.0486
C (-1.066, 1.374, 3.663)  -0.1494
N (-1.883, 1.057, 1.055)  0.0528
N (-3.078, 1.079, 1.479)  -0.0478
C (-3.372, 1.767, 2.694)  -0.0436
B (-4.149, 0.055, 0.808)  -0.6215
N (-3.992, 0.164, -0.743)  0.0229
C (-5.000, 0.371, -1.606)  -0.0247
C (-4.473, 0.679, -2.844)  -0.0054
C (-3.098, 0.641, -2.651)  -0.1430
N (-2.801, 0.309, -1.392)  -0.0723
N (-3.679, -1.328, 1.362)  0.0362
C (-4.273, -2.168, 2.227)  -0.0214
C (-3.374, -3.159, 2.579)  -0.0143
C (-2.220, -2.842, 1.883)  -0.1409
N (-2.393, -1.738, 1.147)  -0.0945
N (-5.547, 0.433, 1.178)  -0.0396
C (-6.120, 1.661, 1.001)  -0.1045
C (-7.471, 1.512, 1.096)  -0.0354
C (-7.656, 0.125, 1.312)  -0.1197
N (-6.509, -0.522, 1.348)  0.0772
H (-2.829, 2.403, 4.567)  0.1227
H (-0.738, 1.241, 4.696)  0.1340
H (-4.403, 2.061, 2.805)  0.1116
H (-6.031, 0.296, -1.292)  0.1364
H (-5.012, 0.904, -3.749)  0.1158
H (-2.312, 0.865, -3.357)  0.1204
H (-5.301, -2.013, 2.507)  0.1156
H (-3.544, -3.990, 3.242)  0.1137
H (-1.270, -3.354, 1.875)  0.1116
H (-5.522, 2.542, 0.818)  0.1335
H (-8.226, 2.278, 1.018)  0.1076
H (-8.581, -0.418, 1.443)  0.1158
Te (4.250, -1.135, 0.792)  1.3822
C (5.408, 0.456, 0.040)  -0.5477
C (5.732, 0.556, -1.305)  -0.1233
C (6.496, 1.645, -1.709)  -0.1256
N (6.935, 2.590, -0.876)  0.0836
C (6.621, 2.468, 0.415)  -0.1259
C (5.858, 1.423, 0.927)  -0.1305
C (2.467, -0.059, 0.558)  -0.8779
P (1.229, -0.032, 1.911)  0.8884
C (1.043, 1.766, 2.256)  -0.3369
C (-0.048, 2.273, 2.977)  -0.2373
C (-0.132, 3.649, 3.183)  -0.0180
C (0.855, 4.510, 2.730)  -0.0399
C (1.979, 3.997, 2.098)  -0.0547
C (2.067, 2.633, 1.870)  -0.1028
C (2.047, -0.658, 3.393)  -0.4294
C (2.645, 0.173, 4.333)  -0.0699
C (3.375, -0.387, 5.374)  -0.0480
C (3.501, -1.766, 5.486)  -0.0484
C (2.873, -2.599, 4.569)  -0.0648
C (2.145, -2.045, 3.530)  -0.1505
P (1.637, 0.253, -1.037)  0.8788
C (1.513, 2.048, -1.248)  -0.3990
C (2.650, 2.859, -1.260)  -0.1035
C (2.526, 4.221, -1.466)  -0.0478
C (1.267, 4.791, -1.641)  -0.0452
C (0.132, 3.998, -1.614)  -0.0510
C (0.258, 2.627, -1.426)  -0.1056
C (2.644, -0.323, -2.434)  -0.3937
C (2.961, -1.683, -2.510)  -0.1682
C (3.717, -2.175, -3.560)  -0.0603
C (4.163, -1.312, -4.555)  -0.0530
C (3.826, 0.033, -4.506)  -0.0559
C (3.057, 0.527, -3.459)  -0.0814
H (5.413, -0.187, -2.024)  0.0839
H (6.772, 1.759, -2.752)  0.1155
H (6.999, 3.241, 1.076)  0.1147
H (5.628, 1.376, 1.985)  0.0960
H (-1.064, 0.382, 3.204)  0.0740
H (-0.979, 4.052, 3.727)  0.1200
H (0.764, 5.576, 2.903)  0.1176
H (2.780, 4.652, 1.780)  0.1161
H (2.959, 2.228, 1.406)  0.0848
H (2.554, 1.250, 4.263)  0.1096
H (3.844, 0.261, 6.103)  0.1164
H (4.077, -2.192, 6.297)  0.1178
H (2.949, -3.674, 4.667)  0.1153
H (1.644, -2.696, 2.820)  0.0953
H (3.632, 2.422, -1.107)  0.1027
H (3.413, 4.842, -1.492)  0.1213
H (1.176, 5.857, -1.807)  0.1183
H (-0.847, 4.439, -1.748)  0.1152
H (-0.647, 2.024, -1.433)  0.0527
H (2.628, -2.362, -1.738)  0.0624
H (3.962, -3.229, -3.603)  0.1172
H (4.765, -1.691, -5.371)  0.1182
H (4.162, 0.706, -5.284)  0.1182
H (2.781, 1.573, -3.456)  0.1046
C (-1.138, -2.013, -3.244)  -0.1425
C (-1.356, -3.176, -4.248)  -0.1309
N (-1.521, -4.429, -3.521)  -0.1508
C (-2.715, -4.337, -2.682)  -0.1273
C (-2.572, -3.167, -1.670)  -0.1407
N (-1.247, -2.510, -1.842)  -0.2329
C (-0.189, -3.534, -1.645)  -0.1439
C (-0.343, -4.670, -2.695)  -0.1295
H (-1.893, -1.249, -3.389)  0.0745
H (-0.149, -1.562, -3.364)  0.1102
H (-0.514, -3.270, -4.934)  0.1250
H (-2.253, -3.004, -4.842)  0.1254
H (-2.846, -5.285, -2.160)  0.1258
H (-3.581, -4.191, -3.326)  0.1248
H (-2.637, -3.533, -0.648)  0.0958
H (-3.346, -2.409, -1.804)  0.1114
H (-0.284, -3.923, -0.628)  0.1143
H (0.776, -3.040, -1.739)  0.0749
H (-0.443, -5.639, -2.208)  0.1261
H (0.530, -4.712, -3.347)  0.1232

Forces on the atoms, in the same order (eV/Å):
Y 0.10 -1.42 -1.03
C 0.17 -0.05 0.20
C -0.09 0.15 -0.18
N -0.10 0.42 0.07
N -1.11 0.97 0.38
C 0.13 -0.62 0.11
B 0.29 -0.20 0.12
N 0.08 0.03 0.13
C -0.11 -0.02 -0.08
C -0.02 -0.04 -0.01
C 0.02 0.11 -0.06
N -0.08 0.05 0.19
N -0.13 0.02 -0.01
C -0.08 -0.01 -0.05
C -0.05 -0.04 0.02
C 0.09 0.03 -0.01
N -0.16 0.03 0.15
N 0.10 -0.08 -0.02
C 0.09 0.04 0.04
C -0.14 -0.07 -0.01
C -0.02 -0.02 0.01
N 0.01 0.23 -0.07
H 0.03 0.09 -0.07
H -0.03 -0.05 0.02
H -0.01 0.01 -0.07
H 0.08 0.01 0.03
H 0.03 0.01 0.05
H -0.01 -0.05 0.00
H 0.04 0.01 -0.02
H 0.01 0.05 -0.01
H 0.01 -0.01 0.00
H -0.03 -0.06 -0.01
H 0.05 -0.05 0.04
H 0.07 0.05 0.00
Te -0.18 0.34 0.21
C 0.05 -0.10 -0.24
C 0.10 0.01 0.08
C 0.09 0.17 0.09
N -0.21 -0.21 0.09
C 0.04 0.05 -0.18
C -0.01 0.08 -0.11
C -0.40 -0.63 0.13
P 0.25 0.74 -0.31
C 0.11 -0.10 0.14
C -0.09 0.01 0.09
C -0.01 0.03 -0.03
C 0.02 -0.04 0.04
C -0.05 -0.03 -0.05
C 0.03 0.03 0.02
C -0.15 -0.43 -0.18
C 0.12 0.05 0.11
C -0.06 0.00 -0.01
C -0.02 0.05 0.00
C 0.03 -0.01 0.02
C -0.06 -0.04 -0.02
P 0.88 0.42 0.02
C -0.02 0.06 -0.08
C 0.03 0.01 0.03
C 0.00 0.03 0.00
C 0.04 0.01 -0.01
C 0.01 -0.06 0.02
C 0.09 0.03 0.01
C -0.08 -0.15 0.01
C 0.01 0.02 -0.01
C 0.03 0.01 -0.03
C 0.02 0.02 0.00
C -0.05 0.00 0.03
C -0.04 0.01 -0.05
H 0.04 0.00 0.01
H 0.00 0.01 0.02
H 0.00 -0.01 -0.02
H 0.04 -0.01 -0.01
H 0.03 -0.05 0.06
H 0.04 -0.02 -0.03
H 0.00 -0.05 0.00
H -0.02 -0.02 0.02
H -0.06 0.03 -0.08
H 0.02 -0.05 -0.05
H 0.01 -0.02 0.00
H -0.02 0.01 -0.01
H 0.00 0.02 0.00
H 0.04 0.02 -0.01
H -0.01 0.00 -0.03
H -0.02 -0.01 0.00
H 0.01 -0.02 0.02
H 0.01 0.00 0.00
H -0.05 -0.02 -0.01
H 0.10 0.01 0.06
H 0.00 0.03 0.01
H -0.01 0.01 0.01
H -0.03 -0.02 0.00
H 0.06 -0.02 0.05
C 0.07 -0.12 -0.01
C 0.06 -0.06 0.15
N -0.03 0.03 -0.01
C 0.16 0.06 0.02
C -0.01 -0.12 -0.16
N 0.10 0.38 0.24
C -0.13 -0.04 0.10
C -0.12 0.06 -0.02
H 0.00 0.03 0.01
H 0.03 0.02 0.01
H 0.01 0.01 0.01
H 0.00 -0.01 -0.04
H -0.01 0.00 0.00
H -0.01 -0.02 -0.02
H -0.01 0.03 0.03
H 0.01 0.01 -0.02
H 0.00 0.00 0.02
H 0.02 0.02 0.01
H 0.00 0.00 0.00
H 0.00 -0.02 0.01

## Properties
energy	-3473.68601	Eh
orbital gap (alpha / beta)	6.08 / 5.73	eV
expectation value of S²	1.769
LUMO energy (alpha / beta)	-6.61 / -6.86	eV
charge	+2
spin multiplicity	2


Formula: C20H43CoN2OP3
Source: OMol25
Level of theory: ωB97M-V/def2-TZVPD

Last column: Löwdin charge in e.
Element x y z (Å)
Co (-0.104, -0.758, -0.230)  0.0667
P (0.217, -2.454, 1.188)  0.8080
P (1.234, -1.275, -1.762)  0.7935
P (-2.213, -0.806, -0.252)  0.7760
H (0.397, 4.112, 2.247)  0.0553
C (-0.525, 3.543, 2.284)  -0.0561
C (-0.769, 2.709, 3.313)  -0.0668
H (-0.055, 2.578, 4.113)  0.0396
C (1.894, -2.767, 1.900)  -0.2046
C (-0.144, -4.165, 0.576)  -0.2006
C (-0.760, -2.356, 2.760)  -0.1996
C (2.170, 0.239, -2.163)  -0.2037
C (2.527, -2.550, -1.536)  -0.2068
C (0.450, -1.827, -3.357)  -0.1908
C (-2.725, 0.294, 1.110)  -0.1658
C (-3.087, -2.403, -0.012)  -0.1993
C (-2.987, -0.232, -1.783)  -0.1719
H (-1.298, 3.840, 1.592)  0.0338
H (-1.780, 2.340, 3.495)  0.0541
H (2.089, -2.074, 2.727)  0.0573
H (2.667, -2.632, 1.137)  0.0279
H (1.957, -3.794, 2.284)  0.0778
H (0.345, -4.326, -0.391)  0.0438
H (-1.223, -4.312, 0.458)  0.0412
H (0.250, -4.894, 1.297)  0.0776
H (-0.601, -1.371, 3.223)  0.0570
H (-0.421, -3.134, 3.462)  0.0842
H (-1.835, -2.489, 2.587)  0.0334
H (2.174, 0.374, -3.258)  0.0760
H (3.208, 0.189, -1.796)  0.0705
H (1.678, 1.110, -1.693)  0.0176
H (2.929, -2.855, -2.516)  0.0875
H (2.154, -3.460, -1.046)  0.0373
H (3.376, -2.191, -0.937)  0.0606
H (1.185, -1.846, -4.165)  0.0779
H (-0.359, -1.129, -3.596)  0.0391
H (0.045, -2.830, -3.205)  0.0628
H (-3.712, 0.717, 0.888)  0.0911
H (-2.006, 1.116, 1.220)  0.0259
H (-2.768, -0.239, 2.069)  0.0655
H (-4.155, -2.220, -0.181)  0.0826
H (-2.938, -2.829, 0.984)  0.0406
H (-2.725, -3.117, -0.764)  0.0665
H (-4.070, -0.425, -1.709)  0.0903
H (-2.564, -0.803, -2.622)  0.0636
H (-2.779, 0.836, -1.925)  0.0403
C (-0.739, 2.558, -1.596)  -0.3823
C (-0.534, 2.247, -3.007)  -0.0062
C (-1.236, 2.887, -3.988)  -0.0382
C (-2.299, 3.751, -3.684)  0.0131
C (-2.657, 3.911, -2.343)  -0.0355
C (-1.980, 3.275, -1.330)  -0.0003
O (0.075, 2.181, -0.673)  -0.0512
H (-0.775, -1.961, -0.917)  0.0569
H (0.304, 1.585, -3.265)  0.0902
H (-0.961, 2.724, -5.027)  0.1301
H (-2.823, 4.239, -4.480)  0.1293
H (-3.508, 4.558, -2.088)  0.1380
H (-2.257, 3.439, -0.280)  0.1077
C (4.337, 0.907, 1.885)  0.0210
N (2.939, 1.294, 2.212)  -0.1190
C (2.738, 2.223, 3.347)  0.0167
C (1.914, 0.694, 1.689)  -0.1534
N (0.934, 0.248, 1.167)  0.1240
H (5.028, 1.514, 2.472)  0.1063
H (4.569, 1.063, 0.824)  0.1003
H (4.531, -0.148, 2.117)  0.1002
H (2.020, 3.018, 3.096)  0.0744
H (2.349, 1.688, 4.229)  0.1117
H (3.694, 2.674, 3.621)  0.1092

Forces on the atoms, in the same order (eV/Å):
Co 0.86 2.04 2.01
P 0.56 -3.34 2.65
P 2.78 -1.34 -3.66
P -3.91 -0.84 0.17
H 0.04 -0.17 -0.30
C -0.16 -0.41 1.46
C -0.41 1.11 -0.78
H 0.08 -0.18 -0.02
C 0.22 0.62 -0.32
C -0.19 0.45 -0.19
C -0.16 0.41 -0.24
C 0.01 0.60 0.13
C 0.21 -0.50 0.37
C -0.10 0.41 0.90
C 0.47 0.25 0.30
C 0.20 0.18 -0.06
C 0.39 0.22 -0.21
H 0.01 -0.12 -0.11
H 0.32 -0.17 -0.12
H -0.07 -0.08 -0.19
H -0.08 -0.07 0.24
H -0.21 0.29 -0.16
H -0.14 -0.09 0.18
H 0.27 -0.09 0.02
H -0.19 0.24 -0.18
H -0.01 -0.26 -0.10
H 0.00 0.18 -0.38
H 0.36 0.02 0.11
H 0.10 -0.10 0.40
H -0.42 -0.18 -0.14
H 0.27 -0.29 -0.21
H -0.26 0.29 0.22
H 0.03 0.26 -0.23
H -0.33 0.11 -0.16
H -0.01 0.06 0.16
H 0.09 -0.15 -0.17
H -0.03 0.05 -0.10
H 0.11 -0.19 -0.13
H -0.11 -0.04 -0.05
H 0.03 0.00 -0.35
H 0.20 -0.09 0.13
H -0.11 0.12 -0.26
H -0.24 0.12 0.11
H 0.39 0.16 -0.03
H -0.27 0.18 0.13
H -0.17 -0.24 -0.09
C 0.04 -0.72 0.45
C 1.01 -0.01 0.24
C 0.23 -0.43 -0.47
C 0.47 -0.36 0.27
C -0.89 0.29 0.73
C 0.59 0.67 0.60
O -1.63 0.06 -1.52
H 0.35 1.12 0.32
H -0.46 0.49 0.03
H -0.11 -0.01 0.13
H -0.23 0.28 -0.15
H 0.39 -0.37 -0.13
H 0.09 -0.05 -0.54
C 0.35 -0.62 -0.50
N -0.19 -0.34 0.02
C -0.69 0.44 0.81
C -1.57 -0.13 -1.13
N 2.18 0.36 0.54
H -0.34 -0.04 -0.06
H -0.27 0.13 0.24
H -0.17 0.26 0.09
H 0.40 -0.37 -0.10
H 0.23 0.09 -0.36
H -0.19 -0.15 -0.27

## Properties
energy	-3378.29183	Eh
orbital gap (alpha / beta)	6.43 / 5.62	eV
expectation value of S²	6.066
LUMO energy (alpha / beta)	-10.29 / -11.64	eV
charge	+3
spin multiplicity	5
relative energy (zero: lowest compared OMol25 entry of this formula, charge and spin)	270.74	kJ/mol


Formula: C2H4BrI
Source: OMol25
Level of theory: ωB97M-V/def2-TZVPD

Last column: Löwdin charge in e.
Element x y z (Å)
C (-0.742, -0.311, -0.323)  -0.2707
C (0.539, 0.246, 0.322)  -1.2337
Br (0.987, 2.097, -0.063)  0.5644
I (2.259, -1.094, -0.014)  0.6735
H (-0.677, -0.588, -1.429)  0.0887
H (-1.135, -0.973, 0.500)  0.0830
H (-1.568, 0.523, -0.373)  0.0924
H (0.336, 0.100, 1.379)  0.0024

Forces on the atoms, in the same order (eV/Å):
C -1.52 2.02 -0.47
C -0.28 -0.87 -0.15
Br -0.17 -0.53 0.06
I -0.68 0.54 0.04
H 0.12 -0.46 1.86
H 0.25 -0.29 -1.78
H 1.64 -1.14 0.35
H 0.64 0.72 0.09

## Properties
energy	-2950.28371	Eh
orbital gap	9.65	eV
LUMO energy	0.04	eV
relative energy (zero: lowest compared OMol25 entry of this formula, charge and spin)	73.88	kJ/mol